55
Properties=species:S:1:pos:R:3:forces:R:3 method="wB97M-V/def2-TZVPD" e_homo_ev=-8.294 fmax_ev_per_a=2.1 e_above_lowest_kj_mol=26.2 e_tot_ha=-1839.2851 multiplicity=1
C -2.73617 4.01520 3.41209 -0.057 -0.273 -0.017
C -2.90337 2.69710 2.66463 -0.142 0.219 -0.152
C -2.34528 2.73858 1.24017 -0.117 -0.153 0.238
C -0.85889 3.03843 1.18687 0.025 -0.323 0.193
H -0.43668 2.92355 0.18921 0.068 -0.026 0.090
H -0.64821 4.05386 1.52317 0.115 0.003 0.099
S 0.14833 1.99964 2.32443 -1.385 -0.481 -0.293
O 1.54125 2.21985 1.88661 0.928 0.333 0.406
C -0.28741 0.30933 1.70604 -0.002 0.528 0.153
H 0.20216 -0.38966 2.38684 0.013 0.077 0.085
H -1.36534 0.20259 1.79788 -0.065 -0.012 0.036
C 0.15829 0.04190 0.27703 -0.308 0.682 -0.124
C 1.66153 0.05882 0.09069 0.223 0.348 -0.043
H 2.19682 -0.15635 1.01117 0.062 -0.109 0.054
H 1.92689 -0.66041 -0.67905 0.050 -0.005 -0.092
S 2.20822 1.76661 -0.45221 1.419 -1.275 -0.959
O 1.03649 2.31578 -1.15109 -1.042 0.732 -0.608
C 3.28516 1.17197 -1.84473 -0.267 0.060 0.475
C 4.53873 0.49842 -1.31501 0.082 -0.011 0.185
C 5.17733 1.27088 -0.15799 0.248 -0.035 -0.192
C 5.54250 2.70283 -0.52856 -0.021 -0.218 0.168
H 6.15427 2.72276 -1.42837 0.065 0.058 -0.121
H 6.10523 3.16557 0.27828 0.041 0.122 0.033
H 4.64809 3.29639 -0.69712 -0.039 0.160 -0.052
H 4.49148 1.28864 0.69040 0.094 -0.058 0.143
H 6.07974 0.73882 0.15298 -0.055 -0.021 0.086
H 5.26499 0.39991 -2.12741 -0.029 -0.063 0.003
H 4.30064 -0.51074 -0.96982 0.019 -0.057 -0.073
H 2.69753 0.52218 -2.48954 -0.127 -0.010 -0.045
H 3.52733 2.07548 -2.40130 -0.061 0.124 0.012
H -0.29222 0.78080 -0.40278 0.123 -0.198 0.195
O -0.31174 -1.25538 -0.13285 0.310 -0.261 0.097
C -1.61457 -1.35933 -0.42871 -0.268 0.325 0.052
O -2.39514 -0.44242 -0.31282 0.085 -0.104 -0.053
C -1.98415 -2.70895 -0.90425 -0.068 -0.315 -0.112
C -3.30562 -2.94152 -1.28057 0.175 0.166 0.081
C -3.68949 -4.18664 -1.73333 0.070 -0.045 0.005
C -2.76896 -5.22682 -1.82028 0.047 0.071 0.065
C -1.45166 -4.98742 -1.44144 -0.080 -0.056 -0.032
C -1.05701 -3.74465 -0.98805 -0.061 0.207 0.035
H -0.03412 -3.56831 -0.69424 0.074 -0.001 0.013
H -0.72845 -5.78801 -1.50349 0.062 -0.081 0.004
C -3.18438 -6.56937 -2.33441 0.006 0.001 -0.068
H -4.21530 -6.78638 -2.06477 -0.054 -0.069 0.001
H -2.54114 -7.35363 -1.94283 0.001 -0.084 0.003
H -3.11227 -6.58554 -3.42249 -0.019 -0.075 -0.060
H -4.71557 -4.35971 -2.02392 -0.106 -0.017 -0.019
H -4.01371 -2.12981 -1.21022 -0.057 0.061 0.007
H -2.86789 3.51569 0.67622 0.002 -0.005 -0.049
H -2.55478 1.79019 0.74207 0.028 0.036 -0.078
H -3.96642 2.45307 2.60722 0.023 -0.104 0.052
H -2.41265 1.90266 3.23127 -0.110 -0.096 0.049
H -3.15783 4.83584 2.83586 -0.024 0.143 -0.043
H -3.24950 3.97185 4.36980 -0.002 0.074 0.108
H -1.68708 4.22588 3.60272 0.109 0.112 0.059


140
Properties=species:S:1:pos:R:3:forces:R:3 method="wB97M-V/def2-TZVPD" e_homo_ev=-10.704 charge=+1 fmax_ev_per_a=1.4 e_tot_ha=-6092.2346 multiplicity=1
C -3.50642 1.68599 2.88709 -0.105 0.001 -0.014
C -4.17171 0.31525 3.04132 0.242 0.077 -0.111
C -3.14968 -0.83959 3.21465 -0.651 0.286 -0.293
C -3.10971 -1.67582 1.94617 -0.224 0.131 0.137
O -1.91310 -2.48443 1.79583 0.062 -0.388 -0.145
N -0.96306 -1.85378 1.05410 -0.253 0.409 -0.052
C 0.09413 -1.36658 1.63561 -0.146 -0.151 0.484
N 0.22598 -1.40273 2.96779 1.095 -0.785 -0.262
C 1.01411 -0.82656 0.59105 -0.229 0.686 -0.299
C 2.01948 0.29553 0.97074 0.183 -0.358 0.133
Cl 1.56089 1.31034 2.36814 -0.032 0.025 -0.042
C 3.42379 -0.33307 1.15837 0.257 0.391 -0.100
C 4.00224 -0.43425 2.55234 0.217 -0.399 -0.180
Cl 4.59978 0.61613 0.15151 -0.039 -0.054 0.028
C 0.00285 -0.58326 -0.61737 0.817 -0.028 0.319
C 0.87444 -0.53989 -1.88140 -0.304 0.186 -0.164
C 0.15018 -0.15116 -3.17732 -0.052 -0.171 -0.017
C 1.09852 0.17959 -4.32639 0.264 -0.070 0.278
F 0.69382 -0.37875 -5.48669 -0.122 0.043 -0.091
F 2.33319 -0.34280 -4.06595 -0.021 0.004 -0.082
C 1.38503 1.68441 -4.57288 -0.098 -0.072 0.087
F 1.89225 2.18266 -3.42982 -0.053 0.040 0.108
F 2.29771 1.81531 -5.52259 0.062 0.028 -0.071
S -0.09854 2.78345 -5.03789 0.344 0.376 -0.327
F 0.83696 4.04987 -4.88600 -0.044 -0.043 -0.011
F -0.52121 2.90008 -3.51716 -0.078 -0.069 0.028
F -1.06821 1.52769 -5.20799 -0.120 -0.016 0.051
F 0.26622 2.68857 -6.57517 -0.073 -0.116 0.028
F -1.30065 3.72846 -5.41476 -0.005 -0.010 0.092
P -0.86818 1.04461 -0.04772 -0.577 -0.021 0.097
N -2.33794 1.23003 -0.85422 0.410 -0.267 -0.165
O 0.01701 2.14953 -0.87682 0.204 -0.112 0.182
C -0.90357 -1.84624 -0.43480 -0.032 0.075 -0.132
C -0.22540 -3.21927 -0.79193 -0.251 -0.037 -0.066
C -0.23712 -3.64506 -2.26687 0.240 -0.177 0.061
B -2.28712 -2.02451 -1.23904 -0.648 0.074 0.509
N -3.17480 -3.13034 -0.84487 0.076 0.254 -0.601
O -2.56614 -1.21229 -2.31495 1.097 -0.432 -0.380
H -2.64529 1.78044 3.54984 0.013 0.002 -0.008
H -4.19603 2.48182 3.15825 -0.044 -0.003 -0.064
H -3.17740 1.86685 1.86211 0.143 -0.031 0.027
H -4.78132 0.13553 2.14724 -0.154 -0.077 0.119
H -4.86129 0.34028 3.88204 0.043 -0.020 0.051
H -3.47771 -1.47480 4.03479 0.397 -0.048 0.106
H -2.17362 -0.40869 3.42771 0.082 -0.153 0.070
H -3.92435 -2.40083 1.94238 0.052 -0.046 0.003
H -3.23811 -1.04056 1.06325 0.249 0.004 -0.045
H -0.06245 -2.27275 3.41547 -0.658 0.278 0.057
H 1.13664 -1.11645 3.30396 -0.147 0.311 -0.019
H 1.65255 -1.64419 0.24739 -0.146 -0.260 0.280
H 2.10122 1.00460 0.15509 -0.147 -0.053 -0.090
H 3.41397 -1.31161 0.69314 0.004 0.096 -0.056
H 4.37475 0.51739 2.90782 -0.293 0.084 0.150
H 4.86053 -1.10784 2.50950 0.015 0.046 0.039
H 3.30812 -0.86549 3.27563 -0.088 0.105 -0.018
H 1.39153 -1.49290 -2.00663 0.028 -0.002 -0.017
H 1.67672 0.18778 -1.72198 0.071 -0.086 0.070
H -0.46574 -0.96762 -3.54400 -0.024 0.026 0.036
H -0.53234 0.67260 -2.98845 0.056 0.011 -0.094
H -2.36121 1.14683 -1.86256 -0.145 -0.041 0.061
H -3.12535 0.76322 -0.42676 -0.096 0.250 0.056
H 0.70303 1.80250 -1.45597 -0.078 0.119 -0.095
H 0.78206 -3.27052 -0.37854 0.048 0.114 -0.114
H -0.82567 -3.94807 -0.24588 0.112 -0.027 0.092
H -1.12236 -4.23633 -2.50682 -0.089 0.145 -0.043
H -0.14953 -2.82296 -2.97234 -0.053 0.024 -0.008
H 0.61610 -4.29641 -2.45849 -0.022 -0.015 0.014
H -3.58357 -3.56712 -1.66988 -0.075 -0.012 0.077
H -3.97758 -2.74769 -0.34927 0.100 -0.219 0.254
H -2.84441 -1.68410 -3.10913 -0.573 0.086 0.165
C -8.62303 3.56201 4.95357 -0.077 0.011 -0.052
C -8.57315 2.14049 4.42440 -0.086 -0.005 0.015
O -7.16446 1.92503 4.27670 -0.001 -0.016 0.013
C -6.51073 2.77401 5.10684 0.027 0.035 -0.003
O -5.34445 2.73081 5.33051 -0.056 -0.032 0.036
O -7.36755 3.67416 5.63311 -0.002 0.006 0.001
H -9.43548 3.74402 5.65091 0.065 -0.008 0.074
H -8.65384 4.30300 4.15360 0.001 -0.011 -0.009
H -8.96313 1.41591 5.14076 -0.003 0.011 0.008
H -9.06773 2.01014 3.46612 0.090 0.005 -0.043
C 7.96896 2.91791 2.50641 0.083 0.184 -0.128
C 7.12697 3.91216 3.28580 -0.017 -0.010 -0.029
O 6.09381 3.06358 3.82106 0.106 0.045 0.098
C 6.57640 1.80686 3.89045 -0.026 -0.235 -0.312
O 6.03941 0.87623 4.40004 -0.087 0.174 0.317
O 7.75245 1.71102 3.23637 0.241 -0.072 0.014
H 9.03206 3.14234 2.48746 -0.012 0.011 0.070
H 7.61230 2.78274 1.48433 -0.020 -0.027 0.008
H 7.66807 4.36913 4.11509 0.008 -0.031 0.008
H 6.68048 4.68748 2.67069 -0.105 -0.055 0.011
C -3.48489 3.26142 -7.53464 0.024 -0.108 0.040
C -4.35926 2.02116 -7.52246 0.081 -0.051 0.085
O -5.55013 2.48439 -8.16118 0.019 -0.012 -0.020
C -5.23346 3.55783 -8.93632 -0.002 0.025 -0.010
O -5.97610 4.07189 -9.70240 -0.006 0.000 0.010
O -3.96135 3.95035 -8.69344 -0.028 -0.010 0.004
H -2.42803 3.03589 -7.63893 0.007 0.097 -0.137
H -3.64064 3.89463 -6.66002 -0.016 -0.015 0.006
H -3.93386 1.20786 -8.11304 0.002 0.015 -0.015
H -4.59261 1.66065 -6.52286 -0.080 0.052 -0.003
C 6.60623 -3.91537 0.70029 0.139 0.048 -0.063
C 6.46586 -2.74261 -0.24988 0.096 0.195 0.205
O 5.07834 -2.84053 -0.63398 -0.202 -0.089 -0.006
C 4.41794 -3.49316 0.33356 0.252 0.057 -0.079
O 3.22082 -3.54650 0.41056 -0.116 -0.034 0.040
O 5.26460 -4.04187 1.21607 -0.112 -0.073 -0.029
H 7.29738 -3.73357 1.51730 -0.085 0.062 0.047
H 6.87075 -4.84291 0.19221 -0.051 -0.021 0.001
H 6.61925 -1.78534 0.24865 -0.049 -0.121 -0.100
H 7.10079 -2.79954 -1.12781 -0.099 -0.041 -0.064
C -9.01179 3.10198 -5.48729 0.004 0.041 -0.065
C -7.50641 3.07468 -5.66849 -0.039 -0.004 -0.092
O -7.03699 3.22695 -4.32340 0.032 -0.004 -0.001
C -8.00989 2.80523 -3.47923 -0.001 -0.025 -0.002
O -7.86368 2.63661 -2.31263 0.008 -0.013 0.001
O -9.16081 2.59418 -4.15502 -0.007 0.021 0.015
H -9.55037 2.46854 -6.18579 -0.006 -0.069 0.072
H -9.41712 4.11378 -5.52541 0.013 0.004 0.014
H -7.14973 2.11967 -6.05543 -0.047 -0.003 -0.035
H -7.12602 3.87904 -6.29102 0.029 0.044 0.080
C 11.11697 0.46626 2.59934 0.068 0.014 0.122
C 11.51679 -0.99067 2.74052 0.116 0.058 0.053
O 10.32090 -1.66776 2.33266 -0.076 -0.020 -0.089
C 9.60436 -0.84053 1.54518 0.164 0.210 0.164
O 8.64224 -1.16183 0.92133 0.072 -0.014 -0.002
O 10.13071 0.40634 1.56195 -0.143 -0.133 -0.069
H 11.93027 1.11928 2.29557 -0.034 -0.017 -0.098
H 10.64710 0.85605 3.50421 -0.022 -0.020 -0.010
H 12.32539 -1.26944 2.06381 -0.016 0.003 -0.013
H 11.77335 -1.28046 3.75514 -0.094 -0.040 0.005
C 0.35979 -5.26012 5.25650 0.076 -0.063 0.081
C -0.59846 -6.16238 6.01273 0.062 -0.079 -0.035
O -1.61916 -5.24388 6.42154 -0.016 0.032 -0.035
C -1.61514 -4.18828 5.58606 -0.058 -0.071 0.020
O -2.44245 -3.33966 5.53905 0.016 0.043 -0.034
O -0.51715 -4.22826 4.78212 0.131 0.115 -0.116
H 0.85175 -5.74255 4.41656 -0.075 0.042 -0.060
H 1.10717 -4.80943 5.91108 -0.007 -0.005 0.005
H -1.04938 -6.92229 5.37330 0.004 0.011 -0.010
H -0.15915 -6.63475 6.88619 -0.049 0.070 0.056


Record order is preserved below.
HOMO-LUMO gap: 8.80 8.76 eV